No. 1
The following is a DFT calculation (ωB97M-V/def2-TZVPD) of a cluster of 11 separate species, C77H172N8O15P3 in total.

Geometry as XYZ:
```
275
C77H172N8O15P3 ωB97M-V/def2-TZVPD
C -10.5272 -2.4887 -4.4440
C -9.3237 -1.6839 -3.9999
C -8.2569 -1.4747 -5.0918
C -7.5135 -2.8098 -5.4908
P -5.9292 -2.6592 -6.4465
C -6.3835 -2.9796 -8.1367
C -7.2987 -1.9988 -8.7746
C -7.3037 -2.1112 -10.2720
C -7.7893 -3.5504 -10.8158
C -4.7619 -3.9579 -5.8559
C -5.5626 -5.2415 -5.7362
C -4.7992 -6.3094 -4.9352
C -4.3872 -5.7756 -3.5555
C -5.1054 -1.0828 -6.1146
C -3.6159 -0.9749 -6.6141
C -3.0387 0.3141 -6.0514
C -1.5709 0.5918 -6.5021
H -11.3842 -2.2271 -3.8233
H -10.2337 -3.5365 -4.5073
H -10.7026 -2.1577 -5.4676
H -8.8452 -2.1270 -3.1265
H -9.5787 -0.6793 -3.6626
H -7.5464 -0.7061 -4.7874
H -8.6925 -0.9867 -5.9637
H -8.2482 -3.4288 -6.0059
H -6.9929 -3.2311 -4.6308
H -6.7470 -4.0062 -8.1832
H -5.3939 -2.9307 -8.5910
H -7.0755 -0.9507 -8.5756
H -8.2492 -2.1617 -8.2665
H -6.2619 -1.9559 -10.5523
H -7.9900 -1.3348 -10.6100
H -8.1536 -3.4794 -11.8406
H -8.6443 -3.9702 -10.2859
H -6.9530 -4.2472 -10.8722
H -4.2523 -3.5492 -4.9833
H -3.9115 -4.1253 -6.5169
H -5.9165 -5.5835 -6.7088
H -6.5228 -5.1336 -5.2317
H -4.0763 -6.9267 -5.4686
H -5.5304 -7.0841 -4.7044
H -5.0860 -5.1996 -2.9490
H -3.6246 -5.0015 -3.6411
H -3.9147 -6.4875 -2.8786
H -5.1031 -1.0856 -5.0246
H -5.6630 -0.2636 -6.5686
H -3.5860 -0.9328 -7.7028
H -3.1036 -1.8471 -6.2078
H -3.2283 0.3524 -4.9787
H -3.4944 1.1770 -6.5371
H -1.5391 0.9412 -7.5341
H -0.9552 -0.3011 -6.3934
H -1.1081 1.3591 -5.8815
C 7.8954 0.6533 8.5894
C 7.6470 1.9107 7.5996
C 6.1632 2.1833 7.4258
C 5.8363 3.3723 6.4602
P 5.0430 3.0674 4.8218
C 3.2067 2.4390 4.9607
C 2.6999 1.9258 3.6721
C 1.2688 1.4417 3.8451
C 0.7944 0.6323 2.6248
C 5.1951 4.7595 4.0394
C 4.5465 5.0311 2.7544
C 5.2927 6.0791 1.9104
C 6.7621 5.9770 1.5969
C 6.0280 1.7780 4.0725
C 5.9105 1.7042 2.5125
C 6.9100 0.8526 1.7291
C 8.3718 1.3294 1.8355
H 8.9669 0.6725 8.7886
H 7.5782 -0.2257 8.0284
H 7.1003 0.5575 9.3287
H 8.0575 1.8060 6.5953
H 8.1546 2.8301 7.8913
H 5.7215 2.1905 8.4223
H 5.5698 1.3999 6.9543
H 6.7377 3.9511 6.2585
H 5.0429 3.9854 6.8876
H 2.5968 3.2866 5.2731
H 3.0807 1.7044 5.7561
H 3.3829 1.1221 3.3970
H 2.7631 2.4347 2.7103
H 0.6487 2.2499 4.2329
H 1.3889 0.7716 4.6963
H -0.1577 0.1511 2.8486
H 1.5429 -0.0579 2.2355
H 0.7516 1.2327 1.7161
H 6.2593 4.9859 3.9728
H 4.7528 5.4617 4.7460
H 3.6227 5.5620 2.9842
H 4.2665 4.1114 2.2408
H 5.0320 7.0636 2.2988
H 4.8052 6.2340 0.9479
H 7.1987 6.5802 2.3929
H 7.0678 6.4429 0.6601
H 7.0929 4.9495 1.7486
H 5.8901 0.8578 4.6403
H 7.0413 2.0136 4.3977
H 6.0246 2.6608 2.0027
H 4.9360 1.3247 2.2054
H 6.6451 0.8754 0.6720
H 6.7884 -0.2094 1.9424
H 8.4677 2.3595 2.1786
H 8.7847 1.3712 0.8275
H 9.1007 0.7910 2.4411
C 1.9526 6.3948 0.2418
C 1.6490 6.0998 -1.1779
C 2.7975 5.8315 -2.0398
C 3.6076 4.5672 -1.8530
P 5.0572 4.4973 -2.9129
C 6.3489 3.4133 -2.2192
C 7.6600 3.4414 -3.0973
C 8.6907 2.3647 -2.6462
C 9.9021 2.5565 -3.5971
C 4.5451 3.6694 -4.4751
C 4.5742 2.1001 -4.6341
C 3.8599 1.5704 -5.9547
C 4.3484 2.1208 -7.2533
C 5.7508 6.1464 -3.2458
C 6.2824 6.8137 -2.0308
C 6.6284 8.3037 -2.2257
C 7.1477 9.0138 -0.9290
H 2.7805 7.0912 0.3746
H 2.2340 5.4914 0.7829
H 1.1947 6.9785 0.7643
H 1.1019 6.9698 -1.5411
H 0.9397 5.2734 -1.2240
H 3.4443 6.7075 -2.0894
H 2.3693 5.8373 -3.0421
H 2.9665 3.6864 -1.8168
H 3.9788 4.5308 -0.8288
H 5.9185 2.4127 -2.2603
H 6.4209 3.7959 -1.2010
H 8.0874 4.4432 -3.1385
H 7.5439 3.2890 -4.1703
H 8.4642 1.2985 -2.6365
H 9.0814 2.5028 -1.6381
H 10.3349 3.5555 -3.6504
H 9.4702 2.3902 -4.5839
H 10.8584 2.0389 -3.5228
H 5.1788 4.1606 -5.2136
H 3.5661 4.0602 -4.7525
H 3.9743 1.7836 -3.7809
H 5.5492 1.6134 -4.6111
H 2.7962 1.7761 -5.8345
H 3.9258 0.4891 -6.0746
H 3.7735 2.9644 -7.6352
H 4.3517 1.3601 -8.0338
H 5.3910 2.4364 -7.2939
H 5.0014 6.6947 -3.8166
H 6.6172 5.9677 -3.8826
H 7.1798 6.2840 -1.7112
H 5.5507 6.7273 -1.2275
H 5.7726 8.9009 -2.5405
H 7.3622 8.4266 -3.0222
H 6.4685 8.8927 -0.0852
H 7.1452 10.0953 -1.0650
H 8.1747 8.8286 -0.6143
C 0.8529 2.3925 -3.6083
C -0.7284 2.5264 -3.3971
C -1.4988 1.2705 -2.7886
C -1.0545 0.9339 -1.4272
N -1.4851 -0.3866 -0.8635
C -1.2329 -1.5648 -1.8822
C -1.1076 -2.8445 -1.0832
C -0.7309 -2.4364 0.3044
C -0.7722 -0.9009 0.3637
C -3.0194 -0.3577 -0.5926
H 1.4495 2.4130 -2.6962
H 1.2231 3.2326 -4.1959
H 0.9752 1.3935 -4.0267
H -1.3270 2.7420 -4.2821
H -0.8811 3.3329 -2.6799
H -1.3622 0.4361 -3.4765
H -2.5470 1.5411 -2.6619
H -1.3926 1.6292 -0.6589
H 0.0311 0.9154 -1.3320
H -1.9921 -1.5973 -2.6636
H -0.2901 -1.3479 -2.3844
H -2.0024 -3.4627 -1.0113
H -0.3463 -3.4788 -1.5373
H -1.4812 -2.8247 0.9932
H 0.2413 -2.8851 0.5084
H -1.2291 -0.5918 1.3038
H 0.2407 -0.4999 0.4010
H -3.3124 0.4960 0.0185
H -3.2219 -1.3146 -0.1115
H -3.4873 -0.3788 -1.5768
C -9.3415 -7.1689 4.6724
C -8.6390 -5.8572 5.0361
C -7.9315 -5.0642 3.8292
C -6.6467 -5.7956 3.4912
N -5.5192 -5.0467 2.6252
C -4.2901 -6.0044 2.4441
C -3.1453 -5.1541 2.3178
C -3.3162 -4.1155 3.3129
C -4.8055 -3.7795 3.2768
C -6.0771 -4.6668 1.1914
H -9.8641 -7.1742 3.7159
H -10.1174 -7.4278 5.3929
H -8.5719 -7.9395 4.6268
H -7.8984 -5.9400 5.8316
H -9.3495 -5.1784 5.5078
H -7.6631 -4.0349 4.0671
H -8.5106 -5.0296 2.9065
H -6.9256 -6.6938 2.9402
H -6.0493 -6.0814 4.3570
H -4.3155 -6.5574 1.5052
H -4.1645 -6.7609 3.2188
H -3.1226 -4.7481 1.3065
H -2.1933 -5.6770 2.4093
H -2.6778 -3.2674 3.0654
H -3.2177 -4.3466 4.3736
H -4.9424 -2.9973 2.5301
H -5.1782 -3.3559 4.2094
H -6.7125 -3.7857 1.2812
H -6.6512 -5.5267 0.8463
H -5.3913 -4.5934 0.3474
C -0.0611 2.0810 7.3239
C -0.7302 0.8246 7.8131
C 0.0694 -0.4914 7.4023
C -0.7791 -1.6969 7.2863
N -0.0238 -3.1207 7.1212
C -1.0241 -4.2818 7.2633
C -1.0797 -4.6280 8.6912
C 0.0157 -3.8324 9.4219
C 0.9216 -3.4201 8.2971
C 0.7422 -3.1213 5.6971
C -0.1761 -3.5419 4.5146
C 0.7474 -3.7326 3.2731
H -0.3091 1.9701 6.2683
H 0.9962 2.0902 7.5890
H -0.4706 2.9687 7.8057
H -1.7220 0.7023 7.3778
H -0.8367 0.8766 8.8966
H 0.9602 -0.6368 8.0133
H 0.5534 -0.2347 6.4600
H -1.4098 -1.6447 6.3989
H -1.4203 -1.5801 8.1600
H -0.5191 -5.1006 6.7510
H -1.9320 -3.9949 6.7327
H -0.8396 -5.6897 8.7478
H -2.0077 -4.3636 9.1982
H 0.7213 -4.3542 10.0684
H -0.2533 -2.9591 10.0161
H 1.6180 -4.2389 8.1161
H 1.6184 -2.5819 8.2938
H 1.5506 -3.8496 5.7615
H 1.1590 -2.1516 5.4249
H -0.8407 -2.7189 4.2520
H -0.7688 -4.4438 4.6673
H 1.4556 -2.9295 3.0688
H 0.2562 -4.0082 2.3399
H 1.3489 -4.6325 3.4013
N 3.0307 0.0289 -0.9908
O 4.1433 0.1913 -1.3810
O 2.4618 0.9685 -0.4695
O 2.5034 -1.0327 -1.1143
N -2.5854 0.5384 3.4030
O -2.9812 -0.6511 3.2582
O -2.7713 1.3397 2.4938
O -2.1041 0.9056 4.4636
N -5.6812 -1.7621 -2.2076
O -4.8581 -2.2422 -2.9615
O -6.1637 -0.7271 -2.4724
O -6.0487 -2.3380 -1.1840
N 0.2675 -6.3365 -0.7502
O -0.5955 -6.3457 -1.5836
O 0.4393 -5.5048 0.1773
O 1.1634 -7.1867 -0.9779
N -2.3892 6.1818 -3.9800
O -2.9221 5.0700 -4.0509
O -1.1653 6.2718 -3.8580
O -3.1261 7.1905 -3.9239
```

Values from the calculation:
Maximum force (Eh/bohr): 0.1140
Orbital gap (spin up / spin down) (hartree): 0.0673 / 0.2060
Total energy (eV): -153107.558
LUMO level (spin up / spin down) (eV): -0.29 / -0.32
Expectation value of S²: 0.751
Multiplicity: 2
Charge: 0

Löwdin atomic charge list, values in e, 2 entries:
1. C -0.104
2. C -0.268

No. 2
The following is a DFT calculation (ωB97M-V/def2-TZVPD) of a structure of composition C6H18BrO6.

Geometry as XYZ:
```
31
C6H18BrO6 ωB97M-V/def2-TZVPD
Br -15.5892 -12.0724 10.4007
C -13.1452 -11.9673 12.2778
C -13.7178 -10.5582 12.5308
O -14.1703 -9.8940 11.3511
O -14.2372 -12.9008 12.2469
H -12.5024 -12.2803 13.1006
H -12.5709 -12.0230 11.3530
H -12.8685 -10.0211 12.9530
H -14.4541 -10.5220 13.3337
H -14.8675 -10.4258 10.9604
H -14.7639 -12.5940 11.5052
C -15.3711 -10.6032 8.0703
C -16.4063 -9.7286 8.7849
O -16.5736 -8.4482 8.0938
O -15.7142 -10.8950 6.7224
H -15.2397 -11.5816 8.5325
H -14.4104 -10.0884 8.0640
H -16.1712 -9.6894 9.8485
H -17.3776 -10.2221 8.8175
H -17.4682 -8.1308 8.2370
H -15.8494 -10.0538 6.2802
C -14.8469 -14.6134 10.3181
C -14.6766 -16.1281 10.2928
O -15.8974 -16.9154 10.1327
O -15.2191 -14.0430 9.1062
H -13.8825 -14.1549 10.5365
H -15.5924 -14.2622 11.0316
H -14.2548 -16.5004 11.2264
H -14.0276 -16.3864 9.4560
H -16.4363 -16.5597 9.4223
H -15.6220 -13.1893 9.2807
```

Values from the calculation:
Maximum force (Eh/bohr): 0.1798
Orbital gap (hartree): 0.2829
Total energy (eV): -88836.978
LUMO level (eV): 3.07
Charge: -1

Löwdin atomic charge list, values in e, 2 entries:
1. Br 1.016
2. C -0.243